Record 1
Formula: C40H48BN7O4S3TcTe
Source: the OMol25 dataset
Level of theory: ωB97M-V/def2-TZVPD

XYZ file:
```
105
Properties=species:S:1:pos:R:3:forces:R:3
Tc 0.012 0.341 -0.256 -0.268 -0.546 0.767
C 1.570 5.566 2.179 0.007 -0.071 0.024
C 0.579 4.516 1.681 0.025 -0.045 0.058
C -0.829 5.098 1.738 -0.064 0.002 0.010
C 0.973 4.097 0.263 -0.012 -0.018 -0.054
N 0.648 3.307 2.590 0.070 0.274 -0.035
C 1.468 3.212 3.697 -0.052 -0.001 -0.111
C 1.252 2.002 4.252 -0.020 -0.008 -0.039
N 0.304 1.355 3.494 -0.071 -0.125 0.163
B -0.091 -0.100 3.861 -0.027 -0.028 -0.002
N -1.511 -0.474 3.362 0.125 -0.026 0.088
C -2.608 -0.194 4.141 0.079 0.006 -0.066
C -3.708 -0.563 3.454 0.007 -0.030 -0.105
N -3.286 -1.072 2.243 -0.160 -0.129 -0.034
C -1.940 -1.003 2.207 -0.066 0.174 0.068
S -0.950 -1.530 0.864 0.142 0.102 -0.087
C -4.216 -1.651 1.196 0.030 0.083 0.052
C -3.918 -3.139 1.047 -0.003 -0.034 0.057
C -4.037 -0.885 -0.114 -0.006 0.011 -0.058
C -5.656 -1.483 1.673 0.012 0.054 0.030
N 0.976 -1.123 3.373 -0.129 0.093 0.135
C 1.173 -2.292 4.071 0.009 0.045 -0.040
C 2.132 -2.996 3.434 0.018 0.047 -0.119
N 2.522 -2.259 2.334 0.217 -0.143 -0.007
C 1.798 -1.124 2.317 -0.079 -0.052 0.010
S 1.944 0.149 1.134 -0.215 0.129 -0.148
C 3.603 -2.681 1.359 -0.076 -0.021 0.060
C 4.125 -4.055 1.773 -0.046 0.010 0.032
C 4.749 -1.678 1.420 0.011 0.040 0.023
C 2.989 -2.788 -0.034 -0.026 0.025 -0.080
C -0.050 2.161 2.484 0.061 -0.058 -0.024
S -1.210 1.782 1.233 0.221 -0.145 -0.117
H 1.491 6.430 1.522 0.005 0.002 0.001
H 2.602 5.214 2.139 -0.019 -0.003 0.001
H 1.339 5.905 3.189 -0.006 -0.011 -0.011
H -0.867 5.986 1.106 -0.011 -0.004 0.007
H -1.081 5.395 2.757 0.001 -0.001 -0.019
H -1.579 4.394 1.377 0.042 0.061 0.014
H 1.157 4.995 -0.327 -0.011 -0.002 -0.003
H 0.185 3.525 -0.225 0.068 0.052 0.031
H 1.896 3.511 0.280 0.006 0.015 -0.005
H 2.122 4.001 4.012 -0.009 0.037 -0.020
H 1.683 1.554 5.130 -0.037 -0.002 -0.025
H -0.114 -0.168 5.060 0.005 -0.002 -0.083
H -2.515 0.234 5.124 0.028 -0.010 -0.022
H -4.741 -0.510 3.737 -0.010 -0.029 -0.017
H -2.896 -3.316 0.717 -0.016 -0.013 0.000
H -4.591 -3.560 0.300 0.020 0.006 0.007
H -4.082 -3.662 1.991 -0.003 0.019 -0.017
H -3.110 -1.153 -0.620 -0.059 0.031 0.031
H -4.053 0.193 0.061 -0.023 -0.017 0.002
H -4.863 -1.135 -0.779 0.014 -0.010 -0.015
H -5.852 -2.025 2.599 0.011 0.007 -0.016
H -6.306 -1.903 0.908 -0.002 0.001 0.003
H -5.928 -0.434 1.798 0.000 -0.017 -0.008
H 0.628 -2.517 4.972 0.004 0.032 -0.027
H 2.562 -3.945 3.684 0.039 -0.005 -0.014
H 4.589 -4.044 2.760 -0.016 0.011 -0.010
H 4.893 -4.343 1.057 0.000 -0.003 0.005
H 3.345 -4.818 1.744 0.012 0.014 -0.007
H 5.169 -1.632 2.427 -0.002 0.002 -0.019
H 4.438 -0.679 1.121 0.031 -0.033 0.001
H 5.536 -2.002 0.739 -0.007 0.002 0.012
H 2.075 -3.383 -0.002 0.012 -0.019 -0.002
H 3.694 -3.297 -0.692 -0.012 0.018 -0.015
H 2.760 -1.816 -0.471 0.025 -0.087 0.032
O 1.519 0.023 -1.709 0.155 0.138 0.020
C 1.769 0.668 -2.750 -0.035 -0.139 -0.023
C 0.954 1.671 -3.332 0.082 0.004 -0.033
C 1.383 2.245 -4.542 0.076 -0.054 0.013
C 0.585 3.162 -5.153 0.093 0.313 0.067
C -0.646 3.542 -4.611 -0.048 0.037 0.028
C -1.077 2.994 -3.425 -0.047 0.080 -0.078
C -0.281 2.056 -2.759 -0.102 -0.214 0.236
O -0.711 1.560 -1.612 0.072 0.275 -0.233
N 1.031 3.768 -6.425 -0.558 -0.816 -0.491
O 0.261 4.527 -6.967 0.110 0.342 0.173
O 2.066 3.351 -6.896 0.280 0.233 0.181
H 2.698 0.403 -3.265 -0.010 0.005 -0.014
H 2.325 1.962 -4.996 -0.007 0.012 0.024
H -1.246 4.270 -5.141 0.012 -0.006 0.007
H -2.026 3.271 -2.987 0.016 0.006 -0.015
Te -0.972 -1.562 -2.764 0.119 0.170 -0.283
C 0.593 -2.884 -3.235 0.040 0.019 0.009
C 1.389 -2.607 -4.342 0.050 -0.048 0.028
C 2.418 -3.478 -4.685 -0.033 0.008 0.025
C 2.634 -4.627 -3.937 0.000 0.013 -0.014
C 1.827 -4.906 -2.841 -0.013 0.009 0.020
C 0.811 -4.031 -2.481 0.044 -0.051 -0.035
C -2.558 -2.907 -3.054 -0.014 0.027 0.135
C -3.383 -2.708 -4.156 -0.084 -0.080 0.076
C -4.424 -3.597 -4.393 0.025 0.025 0.009
C -4.632 -4.672 -3.540 0.007 0.008 -0.001
C -3.804 -4.863 -2.441 0.012 -0.007 0.005
C -2.767 -3.976 -2.190 -0.061 -0.030 -0.072
H 1.193 -1.736 -4.954 0.000 0.010 -0.009
H 3.031 -3.271 -5.552 -0.008 0.002 0.015
H 3.423 -5.313 -4.216 -0.018 0.015 0.005
H 1.987 -5.810 -2.267 -0.002 0.019 -0.012
H 0.184 -4.255 -1.627 0.027 -0.001 0.000
H -3.217 -1.876 -4.828 0.012 -0.001 -0.011
H -5.068 -3.453 -5.251 0.010 -0.004 0.011
H -5.438 -5.367 -3.734 0.012 0.013 0.003
H -3.963 -5.706 -1.780 -0.002 0.008 -0.013
H -2.123 -4.125 -1.333 -0.004 0.005 0.009
```
Positions in Å, forces in eV/Å.

Values from the calculation:
Kohn-Sham gap (spin up / spin down): 0.218 / 0.219 Eh
total charge: +2
spin multiplicity: 4

=====

Record 2
Formula: C10H18N4S
Source: the OMol25 dataset
Level of theory: ωB97M-V/def2-TZVPD

XYZ file:
```
33
Properties=species:S:1:pos:R:3:forces:R:3
C -1.008 3.309 1.274 -0.571 2.054 -2.735
C -1.094 2.654 2.638 1.898 0.606 -0.981
C -0.053 1.567 2.682 0.358 -0.949 -2.632
N -0.454 0.372 1.782 -0.182 0.375 -0.368
C 0.482 -0.576 1.492 1.156 -0.852 -0.456
S 1.920 -0.647 2.337 0.314 -0.084 0.248
N 0.275 -1.492 0.460 -3.085 3.690 1.185
C 1.163 -2.508 -0.015 -1.777 -0.347 -1.254
C 2.092 -2.045 -1.171 -2.378 0.347 -0.777
C 1.328 -1.770 -2.558 -0.880 -1.002 1.985
N 0.031 -1.042 -2.285 0.381 -1.563 -1.353
C -1.286 -1.458 -2.369 -1.411 -0.555 -0.840
C -2.072 -0.354 -1.995 3.203 -2.664 -0.664
N -1.232 0.642 -1.700 -1.191 2.354 0.931
C -0.039 0.220 -1.891 2.774 1.676 0.095
H -1.775 2.864 0.440 2.069 1.022 1.958
H -1.370 4.446 1.508 1.087 -2.467 -1.366
H 0.177 3.261 0.797 -3.616 0.392 1.396
H -2.101 2.302 2.856 0.095 0.224 0.408
H -0.672 3.454 3.299 -0.941 -0.902 0.180
H 0.958 1.915 2.240 -1.578 -0.368 1.130
H 0.040 1.275 3.688 0.551 -1.034 1.061
H -1.176 0.511 1.040 0.825 0.220 1.021
H -0.614 -1.231 -0.051 1.553 -1.177 0.522
H 1.635 -2.907 0.856 0.854 -0.259 0.228
H 0.389 -3.245 -0.343 1.102 -0.141 -0.221
H 2.384 -1.058 -0.944 1.172 0.959 0.897
H 2.906 -2.723 -1.307 0.609 -0.238 -0.212
H 1.942 -1.140 -3.208 -0.182 -0.372 -0.037
H 1.087 -2.765 -2.963 -0.053 0.674 -0.420
H -1.640 -2.380 -2.891 0.779 0.773 0.892
H -3.091 -0.302 -1.909 -2.232 0.200 0.084
H 0.867 0.849 -1.788 -0.701 -0.592 0.094
```
Positions in Å, forces in eV/Å.

Values from the calculation:
Kohn-Sham gap: 0.312 Eh
SMILES string: CCCNC(=S)NCCCn1ccnc1
total charge: 0
spin multiplicity: 1

=====

Record 3
Formula: C25H22F3NO2S
Source: the OMol25 dataset
Level of theory: ωB97M-V/def2-TZVPD

XYZ file:
```
54
Properties=species:S:1:pos:R:3:forces:R:3
C 2.491 -1.914 -1.429 0.068 -0.697 0.253
C 2.076 -0.509 -1.422 -1.587 1.530 0.444
C 0.821 0.087 -1.217 1.222 -0.132 -0.883
C -0.363 -0.639 -0.647 -0.598 0.551 -1.268
C -1.678 0.147 -0.798 0.557 -0.622 0.204
C -1.920 1.243 0.018 -0.569 0.237 0.043
C -3.134 1.932 -0.086 0.297 -0.152 -0.153
C -4.068 1.544 -1.054 -0.014 -0.019 0.035
C -3.825 0.431 -1.863 0.216 0.026 -0.029
C -2.635 -0.286 -1.715 0.007 0.287 0.169
C -0.161 -1.185 0.768 0.932 -0.715 2.090
C -1.373 -1.309 1.701 -0.195 -0.104 -0.178
C -2.161 -2.459 1.591 0.220 0.010 0.187
C -3.204 -2.706 2.489 0.063 -0.030 -0.177
C -3.456 -1.812 3.530 0.121 -0.114 -0.067
C -2.712 -0.634 3.612 -0.040 -0.091 -0.276
C -1.728 -0.353 2.667 -0.249 0.052 -0.026
S 1.326 -0.633 1.959 -0.752 0.650 -0.301
O 0.806 -0.146 3.217 0.782 -0.164 -0.641
O 2.390 0.075 1.287 -0.407 -0.676 0.462
C 2.003 -2.331 2.486 -0.018 -0.553 0.102
F 3.135 -2.124 3.179 -0.786 -0.175 -0.524
F 2.274 -3.151 1.431 -0.125 0.637 0.861
F 1.104 -2.960 3.269 0.707 0.517 -0.608
C 0.980 1.494 -1.557 1.025 -0.226 0.332
C 0.150 2.575 -1.860 -0.083 0.710 -0.196
C 0.720 3.826 -2.149 -0.054 -0.405 0.038
C 2.114 4.021 -2.145 0.384 -0.482 0.313
C 2.980 2.943 -1.898 -0.545 0.596 -0.146
C 2.387 1.707 -1.688 -0.282 -0.822 0.018
N 3.003 0.466 -1.631 0.369 0.514 -0.165
C 4.436 0.249 -1.601 -0.140 -0.081 0.093
H 1.641 -2.562 -1.656 0.092 -0.011 0.029
H 3.257 -2.068 -2.195 -0.137 -0.114 0.093
H 2.907 -2.224 -0.464 0.048 0.019 -0.262
H -0.478 -1.539 -1.281 -0.140 0.110 0.392
H -1.160 1.553 0.742 -0.300 0.001 -0.320
H -3.330 2.778 0.578 0.009 -0.239 -0.296
H -4.994 2.109 -1.181 0.289 -0.200 0.112
H -4.542 0.119 -2.627 0.138 0.147 0.337
H -2.435 -1.184 -2.305 -0.116 0.319 0.077
H 0.286 -2.184 0.643 -0.485 0.042 -0.059
H -1.926 -3.177 0.798 -0.132 0.133 0.339
H -3.795 -3.617 2.370 0.160 0.324 0.125
H -4.224 -2.039 4.274 0.249 0.107 -0.278
H -2.885 0.078 4.419 -0.080 -0.145 -0.271
H -1.250 0.626 2.703 -0.032 -0.533 0.090
H -0.924 2.419 -1.938 0.273 0.296 0.143
H 0.073 4.678 -2.379 0.163 -0.359 0.037
H 2.537 5.008 -2.337 -0.191 -0.251 0.077
H 4.066 3.037 -1.844 -0.389 0.233 -0.264
H 4.928 1.220 -1.700 0.022 -0.359 -0.015
H 4.721 -0.207 -0.641 0.023 0.171 -0.259
H 4.751 -0.414 -2.420 0.012 0.254 0.168
```
Positions in Å, forces in eV/Å.

Values from the calculation:
Kohn-Sham gap: 0.292 Eh
SMILES string: Cc1c([C@H](c2ccccc2)[C@H](c2ccccc2)S(=O)(=O)C(F)(F)F)c2ccccc2n1C
total charge: 0
spin multiplicity: 1

=====

Record 4
Formula: C5H12N4O2S
Source: the OMol25 dataset
Level of theory: ωB97M-V/def2-TZVPD

XYZ file:
```
24
Properties=species:S:1:pos:R:3:forces:R:3
H -0.738 1.640 2.238 1.484 -0.092 -0.157
N 0.307 1.494 2.107 -2.835 1.906 2.912
C 0.560 0.815 1.131 2.568 -2.687 -3.461
C 2.044 0.539 0.852 0.348 -0.090 0.624
N 2.358 0.222 -0.325 0.758 0.018 -0.528
C 3.767 0.023 -0.683 -1.187 3.213 -0.571
C -0.390 0.221 0.037 2.238 -1.071 -1.201
N -1.386 1.138 -0.242 -1.669 0.927 -0.470
C -2.230 0.872 -1.430 -0.707 0.059 -0.009
S -1.135 -1.276 0.799 0.127 -0.278 -1.250
N -2.083 -1.950 -0.432 5.670 -1.168 0.450
O -0.198 -2.263 1.267 -0.334 0.338 -0.462
O -2.055 -0.636 1.671 -1.280 0.200 1.693
H 2.822 0.636 1.703 -1.350 0.106 -1.101
H 3.950 -0.948 -0.831 0.156 -4.136 -0.921
H 4.417 0.210 0.148 0.708 1.096 0.342
H 4.012 0.506 -1.693 -0.263 -0.187 1.804
H 0.150 -0.086 -0.953 -0.563 0.568 2.203
H -1.978 1.175 0.588 0.020 0.439 -0.340
H -1.841 -0.025 -1.949 -0.347 0.558 0.112
H -3.277 0.608 -1.022 1.332 0.642 -1.201
H -2.218 1.745 -2.178 -0.310 -1.171 1.336
H -1.871 -2.938 -0.431 -0.301 -0.161 -0.275
H -2.986 -1.720 -0.370 -4.261 0.970 0.471
```
Positions in Å, forces in eV/Å.

Values from the calculation:
Kohn-Sham gap: 0.358 Eh
SMILES string: [H]/N=C(/C=N/C)[C@H](NC)S(N)(=O)=O
total charge: 0
spin multiplicity: 1

=====

Values for E_tot, eV, ordered as above
-103542.5771; -27455.8969; -50853.5392; -26267.4314
Values for energy above the lowest of the compared OMol25 structures with the same formula, charge and spin, kJ/mol, ordered as above
121.79; 248.67; 0.00; 0.00